# C24H56Cd2O13S9

A structure of composition C24H56Cd2O13S9 at a distorted geometry (ωB97M-V/def2-TZVPD, the Open Molecules 2025 dataset).

As for the molar mass: 1066.1 g/mol. Its net charge is +2. The calculation puts the HOMO energy at -12.05 eV. The total energy is -159035.95132 eV.

Cartesian coordinates (Å):
Cd (-2.109, 2.464, -0.929)
Cd (2.673, -3.995, -0.342)
C (0.072, -0.735, 0.748)
C (-0.512, 0.400, 0.038)
C (-0.172, 0.572, -1.497)
O (-0.757, 1.516, -2.065)
C (0.706, -0.402, -2.110)
C (1.207, -1.471, -1.394)
C (0.823, -1.654, 0.039)
O (0.992, -2.791, 0.617)
O (2.030, -2.265, -2.012)
O (-1.264, 1.248, 0.544)
H (-0.222, -1.022, 1.748)
H (1.070, -0.192, -3.103)
C (-3.549, -2.184, 0.867)
S (-3.774, -3.145, 2.432)
O (-5.213, -3.643, 2.325)
C (-2.642, -4.494, 1.982)
H (-3.373, -2.847, 0.019)
H (-2.690, -1.514, 0.923)
H (-4.437, -1.620, 0.585)
H (-3.043, -5.125, 1.187)
H (-2.547, -5.221, 2.789)
H (-1.701, -4.033, 1.681)
C (2.116, -0.802, -5.369)
S (0.897, 0.094, -6.377)
O (1.662, 1.093, -7.268)
C (0.310, -1.280, -7.500)
H (2.958, -1.110, -5.990)
H (1.760, -1.592, -4.707)
H (2.539, -0.085, -4.663)
H (0.516, -0.883, -8.494)
H (-0.776, -1.284, -7.418)
H (0.780, -2.250, -7.348)
C (2.912, 5.316, -2.564)
S (3.462, 3.783, -3.475)
O (4.228, 2.925, -2.485)
C (1.744, 3.162, -3.536)
H (1.923, 5.540, -2.968)
H (3.435, 6.223, -2.869)
H (2.791, 5.237, -1.485)
H (1.718, 2.205, -4.056)
H (1.192, 3.849, -4.180)
H (1.229, 3.100, -2.579)
C (0.305, 4.519, 2.114)
S (-0.322, 5.093, 0.467)
O (-0.925, 3.865, -0.165)
C (-1.735, 6.084, 1.048)
H (1.316, 4.143, 1.971)
H (-0.312, 3.755, 2.589)
H (0.264, 5.331, 2.840)
H (-2.388, 5.382, 1.566)
H (-2.222, 6.586, 0.213)
H (-1.477, 6.874, 1.754)
C (1.342, -6.790, 1.973)
S (2.420, -5.489, 2.766)
O (2.997, -4.626, 1.643)
C (1.060, -4.616, 3.615)
H (1.946, -7.472, 1.379)
H (0.611, -6.317, 1.314)
H (0.725, -7.252, 2.743)
H (0.671, -5.098, 4.511)
H (0.210, -4.539, 2.936)
H (1.366, -3.594, 3.838)
C (2.569, -0.784, 3.457)
S (1.082, -0.738, 4.590)
O (1.264, -1.857, 5.636)
C (1.197, 0.952, 5.370)
H (3.529, -0.865, 3.968)
H (2.670, 0.033, 2.741)
H (2.438, -1.689, 2.862)
H (2.258, 1.189, 5.282)
H (1.033, 0.855, 6.442)
H (0.620, 1.714, 4.850)
C (5.611, -1.401, -1.420)
S (4.850, -1.437, 0.260)
O (3.672, -2.398, 0.199)
C (6.316, -2.330, 0.991)
H (6.535, -0.827, -1.464)
H (4.925, -0.922, -2.120)
H (5.745, -2.434, -1.739)
H (5.904, -2.905, 1.821)
H (7.100, -1.652, 1.328)
H (6.785, -3.053, 0.323)
C (-4.322, 3.833, 3.187)
S (-4.285, 2.470, 1.964)
O (-3.294, 2.901, 0.863)
C (-3.125, 1.402, 2.939)
H (-4.694, 3.328, 4.080)
H (-4.890, 4.742, 2.994)
H (-3.309, 4.134, 3.458)
H (-2.209, 1.962, 3.113)
H (-2.919, 0.471, 2.415)
H (-3.700, 1.126, 3.824)
C (-5.034, 0.636, -3.653)
S (-4.528, 0.233, -1.919)
O (-3.564, 1.295, -1.326)
C (-6.152, 0.607, -1.123)
H (-4.229, 0.331, -4.320)
H (-5.220, 1.709, -3.606)
H (-5.948, 0.154, -3.999)
H (-6.215, 0.245, -0.100)
H (-7.001, 0.363, -1.763)
H (-6.279, 1.683, -1.260)